{
  "formula": "C48H45Cl3F6GeN6O5P2Se2Ti",
  "method": "ωB97M-V/def2-TZVPD",
  "symbols": ["Ti", "Cl", "C", "Cl", "H", "H", "Se", "P", "C", "C", "C", "C", "C", "C", "C", "C", "C", "C", "C", "C", "C", "C", "N", "N", "N", "P", "Se", "C", "C", "C", "C", "C", "C", "C", "C", "C", "C", "C", "C", "H", "H", "H", "H", "H", "H", "H", "H", "H", "H", "H", "H", "H", "H", "H", "H", "H", "H", "H", "H", "N", "C", "O", "C", "C", "N", "C", "N", "H", "H", "C", "Ge", "C", "C", "C", "H", "H", "H", "H", "H", "H", "H", "H", "H", "H", "C", "C", "O", "C", "F", "F", "F", "C", "F", "F", "F", "H", "H", "H", "C", "C", "C", "C", "Cl", "C", "C", "C", "O", "C", "C", "O", "O", "H", "H", "H", "H", "H", "H", "H", "H"],
  "xyz": [[0.217, 0.094, -0.450], [0.492, -2.550, 0.606], [0.876, -2.777, 2.343], [1.093, -1.335, 3.322], [1.810, -3.321, 2.351], [0.041, -3.327, 2.753], [-6.949, -1.865, -0.301], [-5.446, -1.213, -1.637], [-5.852, 0.411, -2.334], [-4.928, 1.445, -2.422], [-5.318, 2.686, -2.922], [-6.620, 2.882, -3.346], [-7.547, 1.847, -3.267], [-7.169, 0.619, -2.752], [-5.302, -2.357, -3.046], [-5.463, -1.944, -4.359], [-5.375, -2.870, -5.397], [-5.116, -4.201, -5.119], [-4.944, -4.615, -3.802], [-5.040, -3.697, -2.769], [-3.724, -1.099, -1.095], [-2.990, -0.981, 0.088], [-1.714, -0.840, -0.300], [-1.659, -0.898, -1.623], [-2.855, -1.055, -2.129], [-3.565, -1.164, 1.801], [-2.238, -1.110, 3.435], [-4.793, 0.162, 1.925], [-4.700, 1.258, 1.070], [-5.598, 2.315, 1.185], [-6.585, 2.281, 2.157], [-6.649, 1.211, 3.045], [-5.748, 0.166, 2.940], [-4.266, -2.852, 1.760], [-5.299, -3.252, 2.602], [-5.706, -4.574, 2.637], [-5.071, -5.522, 1.843], [-4.020, -5.137, 1.024], [-3.616, -3.805, 0.983], [-3.899, 1.294, -2.118], [-4.597, 3.491, -2.973], [-6.916, 3.847, -3.742], [-8.569, 2.002, -3.592], [-7.892, -0.182, -2.647], [-5.634, -0.898, -4.581], [-5.496, -2.541, -6.422], [-5.037, -4.917, -5.929], [-4.732, -5.655, -3.581], [-4.923, -4.018, -1.739], [-3.912, 1.318, 0.329], [-5.509, 3.156, 0.506], [-7.294, 3.096, 2.240], [-7.400, 1.196, 3.826], [-5.777, -0.639, 3.661], [-5.808, -2.525, 3.218], [-6.527, -4.866, 3.281], [-5.395, -6.556, 1.865], [-3.509, -5.867, 0.408], [-2.786, -3.520, 0.346], [-0.474, 0.750, -3.745], [-0.819, 1.637, -2.827], [-0.282, 1.598, -1.663], [-1.775, 2.644, -3.158], [-2.289, 2.714, -4.486], [-2.684, 2.765, -5.574], [-2.330, 3.522, -2.188], [-2.869, 4.226, -1.442], [-1.033, 0.646, -4.575], [0.129, -0.017, -3.426], [1.453, 3.544, -0.126], [0.368, 2.828, 1.337], [-0.960, 4.214, 1.682], [1.497, 2.886, 2.952], [-0.399, 1.081, 1.044], [2.089, 4.354, 0.235], [0.782, 3.942, -0.891], [2.075, 2.779, -0.591], [-0.451, 5.172, 1.845], [-1.543, 3.968, 2.577], [-1.643, 4.318, 0.837], [2.086, 3.811, 2.983], [2.173, 2.025, 3.009], [0.853, 2.855, 3.838], [-1.237, 0.876, 1.706], [3.444, -1.899, -2.082], [2.264, -1.421, -2.937], [1.244, -0.877, -2.237], [2.842, -0.408, -3.968], [3.226, 0.711, -3.334], [3.934, -0.880, -4.621], [1.969, -0.040, -4.913], [1.711, -2.655, -3.703], [2.631, -3.286, -4.469], [1.254, -3.565, -2.828], [0.689, -2.343, -4.519], [3.949, -1.037, -1.650], [4.160, -2.471, -2.674], [3.057, -2.506, -1.268], [6.418, 1.598, -2.431], [6.204, 2.681, -1.407], [6.773, 3.936, -1.550], [6.559, 4.922, -0.597], [7.318, 6.496, -0.797], [5.764, 4.676, 0.499], [5.184, 3.419, 0.657], [5.407, 2.425, -0.281], [4.908, 1.165, -0.217], [4.281, 0.680, 0.973], [3.133, -0.260, 0.627], [3.275, -1.436, 0.916], [2.077, 0.301, 0.127], [7.119, 1.930, -3.199], [5.476, 1.326, -2.909], [6.802, 0.690, -1.965], [7.391, 4.150, -2.414], [5.577, 5.457, 1.225], [4.535, 3.252, 1.504], [3.917, 1.488, 1.604], [5.013, 0.091, 1.517]],
  "forces_ev_per_angstrom": [[-0.500, 0.497, 0.975], [0.055, -0.084, 0.265], [0.093, 0.001, -0.157], [0.224, 0.072, -0.215], [0.049, -0.067, 0.047], [-0.052, -0.065, 0.068], [0.120, -0.044, 0.053], [0.022, -0.059, 0.041], [-0.007, 0.065, 0.039], [-0.046, 0.045, -0.069], [0.048, -0.117, -0.021], [-0.088, -0.044, -0.027], [0.029, -0.020, 0.029], [0.000, 0.068, -0.002], [-0.037, 0.026, 0.004], [0.052, -0.037, -0.133], [-0.013, 0.165, 0.091], [0.025, -0.068, 0.040], [0.003, 0.040, 0.049], [-0.038, -0.090, -0.042], [-0.135, -0.203, -0.260], [-0.137, -0.008, 0.260], [-0.153, -0.267, -0.198], [-0.241, -0.112, 0.341], [0.084, 0.176, -0.098], [0.096, -0.027, -0.035], [-0.127, -0.028, -0.119], [-0.109, 0.023, -0.030], [-0.061, 0.082, 0.053], [0.043, -0.073, -0.012], [0.036, -0.024, -0.007], [0.009, 0.035, -0.033], [-0.022, 0.028, -0.026], [-0.057, 0.070, -0.021], [-0.032, 0.019, -0.021], [0.006, -0.028, -0.035], [0.026, 0.050, -0.005], [-0.011, 0.096, -0.007], [-0.050, -0.132, 0.000], [-0.060, 0.028, -0.032], [-0.147, -0.085, 0.002], [0.002, -0.024, 0.013], [0.007, -0.007, -0.001], [-0.003, 0.004, 0.006], [-0.013, -0.008, -0.012], [0.008, 0.010, 0.026], [-0.004, 0.001, 0.017], [-0.001, 0.035, -0.007], [-0.015, 0.004, -0.007], [-0.051, -0.031, -0.004], [0.009, -0.040, 0.038], [0.017, -0.013, -0.002], [0.012, -0.003, -0.017], [0.004, 0.060, 0.025], [0.004, -0.074, -0.014], [0.026, 0.013, -0.025], [0.016, 0.024, 0.002], [-0.008, 0.018, 0.019], [-0.007, 0.017, -0.013], [0.147, -0.416, -0.253], [0.091, 0.332, 0.302], [-0.290, 0.477, -0.702], [-0.332, 0.293, -0.096], [0.200, 0.121, 0.467], [-0.013, -0.062, 0.028], [0.319, -0.308, -0.196], [0.175, -0.007, -0.009], [0.036, 0.024, -0.041], [-0.084, 0.051, 0.066], [-0.004, -0.015, -0.249], [0.239, -0.152, -0.023], [-0.357, 0.139, 0.127], [0.186, -0.164, 0.291], [0.406, -0.423, -0.731], [0.027, 0.037, 0.051], [0.072, -0.026, 0.025], [0.044, 0.025, 0.008], [-0.069, -0.096, -0.007], [0.035, 0.062, -0.085], [0.022, 0.026, 0.047], [-0.050, -0.086, 0.005], [-0.062, 0.111, -0.015], [0.098, 0.004, -0.061], [-0.058, 0.022, -0.031], [0.044, -0.046, -0.038], [-0.071, -0.143, 0.159], [-0.194, 0.196, -0.213], [-0.054, -0.076, 0.265], [0.026, 0.053, -0.015], [0.050, 0.039, -0.016], [-0.021, 0.014, -0.185], [-0.102, 0.225, 0.150], [0.082, -0.090, -0.108], [-0.001, -0.068, -0.034], [-0.031, -0.060, 0.025], [-0.021, -0.024, -0.049], [0.030, -0.015, 0.034], [0.007, 0.022, 0.006], [-0.025, 0.085, 0.048], [0.120, 0.000, -0.181], [0.022, -0.026, -0.043], [0.061, 0.062, -0.037], [-0.093, -0.171, 0.015], [-0.100, -0.009, 0.079], [0.002, 0.237, 0.059], [-0.054, -0.304, 0.073], [-0.199, 0.149, -0.079], [0.254, 0.215, -0.137], [-0.911, 0.457, -0.049], [0.025, -0.319, 0.156], [1.453, -0.248, 0.269], [-0.023, -0.010, 0.035], [0.021, 0.012, 0.025], [0.008, 0.024, 0.005], [-0.015, -0.017, 0.031], [0.017, -0.044, -0.021], [0.036, 0.031, 0.003], [-0.151, -0.029, -0.068], [0.130, 0.014, 0.121]],
  "mulliken_charge": [-1.095, 0.065, -0.643, -0.115, 0.429, 0.388, -0.338, 0.948, 0.055, 1.161, -0.285, -0.877, -0.768, -0.596, 0.390, -0.342, -0.718, -0.490, -0.674, -0.379, 0.186, -0.745, 1.142, 0.334, -0.860, 0.119, -0.408, 0.728, -0.194, -0.875, -0.605, -0.845, -0.509, 0.811, -0.214, -0.755, -0.550, -0.655, -0.334, -0.641, 0.246, 0.378, 0.367, 0.380, 0.326, 0.391, 0.354, 0.394, 0.322, 0.676, 0.564, 0.374, 0.383, 0.425, 0.041, 0.405, 0.360, 0.478, 0.588, 0.136, 0.043, 0.339, 0.952, -0.281, -0.819, 0.021, -0.888, 0.188, 0.046, -0.798, 1.107, -1.302, -1.416, 1.001, 0.515, 0.350, -0.153, 0.364, 0.352, 0.279, 0.328, 0.257, 0.412, 0.016, -1.961, 0.556, -0.064, 0.473, -0.163, -0.343, -0.225, 0.666, -0.300, -0.234, -0.238, 0.112, 0.460, 0.417, -1.057, 0.802, -0.854, 0.223, -0.277, -1.031, -0.467, 0.985, -0.219, -0.228, -0.211, -0.675, 0.428, 0.388, 0.015, 0.268, 0.358, 0.418, 0.323, -0.306, 0.216],
  "orbital_gap_ev": [5.88, 5.88],
  "total_charge": -2,
  "lumo_energy_ev": [3.68, 3.68]
}